Here is a structure of composition C22H19Cl8N3O3Y from the OMol25 dataset. Energies are from ωB97M-V/def2-TZVPD.

```
56
Properties=species:S:1:pos:R:3:forces:R:3:mulliken_charge:R:1
Y 0.067 1.404 -0.457 0.3 0.0 0.1 0.2482
Cl 1.254 3.887 -1.594 0.0 0.0 0.1 -0.0577
Cl 5.099 0.536 0.454 0.0 0.0 0.0 -0.2013
Cl -5.002 0.903 -0.697 0.0 0.0 0.0 -0.2015
Cl -3.995 0.601 -6.017 0.0 0.0 0.0 -0.1843
Cl 3.985 1.067 5.678 0.0 0.0 0.0 -0.2392
Cl -0.913 0.761 -5.392 0.0 0.0 0.0 -0.1961
Cl -6.050 0.682 -3.655 0.0 0.0 0.0 -0.1863
Cl -0.920 4.121 0.354 0.1 0.0 -0.1 -0.0665
O 2.160 0.912 0.081 -0.2 0.1 0.0 -0.7396
O -0.311 1.047 -2.519 -0.2 0.1 0.0 -0.9463
O -2.067 1.073 -0.500 0.2 0.1 0.0 -0.6948
N 0.051 -1.232 -0.482 0.1 -0.1 0.0 1.8016
N 0.333 1.231 2.046 0.1 0.0 -0.2 0.3404
N 0.061 -3.748 -0.664 0.0 0.1 0.0 0.0235
C -1.334 -1.737 -0.484 0.0 0.0 0.0 -0.7664
C 2.059 1.158 3.745 0.1 0.0 0.0 -0.2200
C -2.544 1.007 -1.748 -0.1 -0.1 0.0 0.0563
C -0.576 1.358 2.991 0.0 0.0 0.0 -0.5490
C 3.914 0.801 1.683 0.1 0.0 0.1 0.4531
C 0.787 -1.813 0.655 -0.1 0.0 0.0 -0.5573
C -3.451 0.757 -4.392 0.0 0.0 0.0 0.3606
C 1.057 1.306 4.725 -0.1 0.0 0.0 -0.7298
C 0.945 -3.335 0.479 -0.1 -0.1 -0.1 -1.0330
C -4.361 0.791 -3.344 0.0 0.0 0.0 0.2534
C -1.615 0.986 -2.823 -0.1 -0.2 0.1 0.5084
C 2.593 0.960 1.317 -0.1 -0.1 0.0 -0.1262
C -3.902 0.906 -2.027 0.0 0.0 0.0 0.2881
C -0.257 1.402 4.355 0.0 0.0 0.0 -1.0558
C -2.080 0.843 -4.123 0.0 0.0 0.0 -0.0229
C 0.581 -3.158 -1.948 -0.1 -0.1 0.1 -0.7599
C 0.723 -1.641 -1.734 0.1 0.1 0.0 -0.5906
C 0.231 5.009 -0.678 -0.1 0.1 0.0 -0.2116
C -1.346 -3.275 -0.418 0.1 -0.1 0.0 -0.9036
C 3.443 1.020 4.034 -0.1 0.0 0.0 0.6115
C 1.653 1.128 2.393 0.0 0.0 0.1 0.7375
C 4.341 0.843 3.026 0.0 0.0 -0.1 -0.6249
H -1.824 -1.381 -1.389 0.0 0.0 0.0 0.1821
H 1.526 -3.649 -2.168 0.0 0.0 0.0 0.3403
H -1.975 -3.725 -1.183 0.0 0.0 0.0 0.4093
H 0.861 5.615 -0.039 0.0 0.0 0.0 0.3512
H -0.344 5.601 -1.379 0.0 0.0 0.0 0.3625
H -1.608 1.434 2.661 0.0 0.0 0.0 0.6244
H 0.290 -1.089 -2.565 0.0 0.0 0.0 0.2462
H 1.338 1.340 5.769 0.0 0.0 0.0 0.4506
H -1.876 -1.312 0.358 0.0 0.0 0.0 0.5278
H 1.771 -1.350 -1.656 0.0 0.0 0.0 0.5037
H 0.627 -3.902 1.352 0.0 0.0 0.0 0.3696
H -1.638 -3.662 0.557 0.0 0.0 0.0 0.2818
H 1.959 -3.629 0.213 0.0 0.0 0.0 0.3616
H 5.394 0.728 3.242 0.0 0.0 0.0 0.4845
H -0.142 -3.411 -2.722 0.0 0.0 0.0 0.3312
H 0.243 -1.583 1.570 0.0 0.0 0.0 0.5687
H 1.764 -1.339 0.709 0.0 0.0 0.0 0.0620
H 0.063 -4.762 -0.739 0.0 0.0 0.0 0.2905
H -1.041 1.514 5.089 0.0 0.0 0.0 0.4342
```
Forces are in eV/Å.

LUMO energy	-3.0	eV
orbital gap	6.75	eV
total charge	+1
ΔE to the lowest compared entry with this formula, charge and spin	0.1	kcal/mol

***

Here is the molecule C22H19ClN2O2S2 from the OMol25 dataset. Energies are from ωB97M-V/def2-TZVPD.

```
48
Properties=species:S:1:pos:R:3:forces:R:3:mulliken_charge:R:1
Cl 0.020 1.121 -1.768 0.1 0.2 0.0 -0.0665
S 2.589 -2.411 -2.931 -0.2 -0.2 0.1 -0.2430
S 1.501 -5.050 -2.022 0.1 -0.1 -0.2 -0.2979
O -1.082 -1.704 -1.509 0.0 -0.1 -0.2 -0.5946
O 1.540 -0.730 0.343 0.0 -0.1 -0.1 -0.6338
N 1.452 -2.772 -0.658 0.0 -0.2 0.1 0.0901
N -1.826 -1.200 0.570 -0.3 0.2 0.1 0.3175
C 2.312 3.597 0.344 0.1 0.0 0.0 -0.6652
C -1.428 1.098 2.321 0.1 -0.1 0.1 -1.2851
C 2.679 1.373 -1.295 -0.2 0.3 0.2 0.5012
C 3.591 3.141 0.071 0.1 0.1 0.1 -0.6132
C 1.216 2.965 -0.216 -0.1 -0.1 -0.1 -0.6165
C 1.744 -1.424 -0.627 0.1 0.4 0.5 0.1134
C -2.317 0.070 0.173 -0.2 0.4 -0.2 0.0621
C -3.502 1.432 -1.421 0.0 -0.1 0.0 -0.6877
C 2.413 -1.021 -1.874 0.5 0.5 -0.6 0.5716
C 0.711 -3.378 0.427 -0.2 -0.1 0.4 -1.0701
C 1.777 -3.462 -1.785 0.2 -0.1 -0.2 0.5476
C -3.282 2.550 -0.635 0.0 0.1 0.1 -0.6682
C -2.119 1.186 0.987 0.0 -0.1 0.0 1.1549
C -1.717 -1.346 2.008 0.3 0.0 0.4 -1.0001
C 1.396 1.861 -1.033 0.2 0.2 -0.1 0.7457
C 2.891 0.202 -2.146 -0.2 -0.8 0.2 -1.0590
C -0.789 -3.406 0.103 0.1 0.2 -0.2 -1.0154
C -3.030 0.199 -1.016 -0.1 0.0 0.0 -0.6243
C -2.606 2.416 0.562 -0.1 0.0 -0.1 -0.4922
C -1.248 -2.021 -0.346 0.1 -0.7 0.0 0.5004
C -0.779 -0.262 2.537 -0.1 0.0 0.1 -0.1486
C 3.771 2.044 -0.749 -0.2 -0.1 0.0 -0.6268
H -0.677 1.888 2.397 0.0 0.0 0.0 0.4155
H -1.345 -2.333 2.273 -0.1 0.0 -0.1 0.4142
H -2.175 1.282 3.102 0.1 0.0 0.0 0.4095
H 2.166 4.452 0.987 0.0 0.1 0.0 0.4012
H 0.214 3.320 -0.030 -0.1 0.0 0.0 0.5822
H -2.716 -1.223 2.442 0.1 -0.1 0.0 0.4329
H -0.571 -0.426 3.596 0.0 0.0 0.0 0.5460
H 0.911 -2.771 1.315 0.0 -0.1 -0.1 0.4089
H 1.083 -4.395 0.573 0.0 0.2 0.0 0.4810
H 4.448 3.639 0.497 0.1 0.0 0.0 0.3891
H 0.160 -0.310 1.985 0.0 -0.1 0.1 -0.1065
H 4.765 1.678 -0.957 0.1 0.0 0.0 0.4683
H -3.640 3.519 -0.950 0.0 0.1 0.0 0.4052
H -4.043 1.518 -2.351 0.0 0.0 -0.1 0.4085
H -2.445 3.281 1.191 0.0 0.1 0.1 0.4406
H -1.352 -3.803 0.943 0.0 0.0 0.0 0.4060
H 3.476 0.350 -3.045 0.0 0.0 -0.1 0.4369
H -0.937 -4.065 -0.756 0.0 0.1 0.1 0.4384
H -3.201 -0.670 -1.630 0.0 0.0 0.0 0.4255
```
Forces are in eV/Å.

LUMO energy	-0.6	eV
orbital gap	7.75	eV
SMILES string	O=C1/C(=C\c2ccccc2Cl)SC(=S)N1CCC(=O)N1CCCc2ccccc21
ΔE to the lowest compared entry with this formula, charge and spin	0.0	kcal/mol

***

Here is the molecule C22H19FO4S2 from the OMol25 dataset. Energies are from ωB97M-V/def2-TZVPD.

```
48
Properties=species:S:1:pos:R:3:forces:R:3:mulliken_charge:R:1
S -5.940 -2.366 0.989 -3.1 1.4 -3.8 1.2269
S 1.507 1.816 -0.147 -0.8 1.8 -1.5 -0.3638
F -3.490 4.431 -3.785 0.1 0.8 -1.4 -0.2938
O 6.554 0.460 0.576 3.1 2.3 -1.1 -0.3335
O 5.629 -1.282 1.587 0.4 1.3 0.2 -0.6103
O -6.566 -2.126 2.274 1.2 0.2 -0.3 -0.6453
O -6.783 -2.167 -0.252 2.0 0.0 2.7 -0.6644
C -2.476 -0.218 1.605 -0.6 2.0 -0.5 -0.1769
C 5.567 -0.156 1.086 -3.3 -4.0 0.8 0.2770
C -3.742 -1.341 -0.533 1.3 -1.1 -2.3 -0.4586
C -0.562 0.408 0.362 2.8 1.0 -0.5 -0.6317
C 3.003 -0.129 1.200 2.9 1.5 -1.6 0.0599
C 4.225 0.426 0.815 -2.3 1.6 -0.2 -0.6175
C -3.813 -0.613 1.715 1.1 -1.1 3.1 -0.6670
C -1.832 -0.204 0.375 -2.0 -2.0 -0.4 0.3652
C 1.726 0.430 0.715 1.7 -2.0 2.3 1.2548
C 7.878 0.012 0.976 -0.7 -1.8 1.2 -0.3351
C -2.419 -0.871 -0.734 -0.8 0.3 0.5 0.0376
C -4.373 -1.286 0.702 -1.8 -1.9 -1.4 -0.1061
C -0.230 1.554 -0.337 0.9 -0.1 -0.6 0.2048
C 0.579 -0.200 1.018 -2.3 -0.9 -0.2 -1.1897
C -2.464 2.341 -1.150 3.7 1.1 -1.0 -0.6350
C -1.027 2.368 -1.321 -0.1 -0.9 -0.2 0.6585
C -1.258 3.599 -3.381 -1.8 1.1 -0.3 -0.7037
C -5.538 -4.095 0.850 1.8 0.4 1.4 -0.9406
C -3.214 3.053 -2.009 -0.8 1.4 -1.0 -0.5091
C -0.427 2.971 -2.498 -0.5 -2.3 2.1 -0.5664
C 8.450 -1.200 0.279 -1.8 -0.2 -0.4 -1.1034
C -2.615 3.719 -3.101 -0.4 -1.5 2.2 0.3416
H 8.645 0.723 0.857 0.0 1.9 -0.4 0.3827
H -6.318 -4.736 1.245 -0.4 0.4 0.1 0.3760
H -4.647 -4.197 1.502 -0.3 -0.4 -0.6 0.3210
H 0.606 2.702 -2.788 -0.6 0.6 0.5 0.3192
H -5.353 -4.309 -0.184 0.3 -0.1 -0.4 0.3476
H -4.157 -1.862 -1.427 -0.1 0.4 1.1 0.3354
H 9.188 -1.614 0.924 1.2 -0.1 0.1 0.3354
H 7.806 -0.186 2.042 -0.1 -0.1 0.1 0.3303
H 4.204 1.449 0.249 0.1 -2.1 1.0 0.1940
H 2.972 -1.075 1.742 0.0 0.3 -0.1 0.4041
H 0.450 -1.152 1.595 0.4 1.1 -0.6 0.3298
H -1.949 0.409 2.332 -0.5 -0.6 0.4 0.4101
H 8.751 -0.879 -0.694 0.9 -0.2 -0.6 0.3288
H -2.921 1.875 -0.349 -0.6 -0.8 1.6 0.7438
H -4.272 3.228 -1.765 0.4 -0.2 -0.6 0.3606
H -4.288 -0.739 2.701 0.2 0.6 -0.4 0.4225
H 7.759 -2.025 0.128 -0.4 0.1 0.1 0.3384
H -0.942 4.081 -4.268 0.7 0.3 -0.8 0.4519
H -1.882 -1.026 -1.720 -0.8 0.4 1.4 0.3941
```
Forces are in eV/Å.

LUMO energy	-0.5	eV
orbital gap	7.61	eV
SMILES string	CCOC(=O)/C=C/c1cc(-c2ccc(S(C)(=O)=O)cc2)c(-c2ccc(F)cc2)s1
ΔE to the lowest compared entry with this formula, charge and spin	43.8	kcal/mol

***

Here is a structure of composition C22H19HoN6O2Se from the OMol25 dataset. Energies are from ωB97M-V/def2-TZVPD.

```
51
Properties=species:S:1:pos:R:3:forces:R:3:mulliken_charge:R:1
Ho -15.065 -7.707 13.215 0.0 0.7 -0.5 1.2550
Se -16.063 -9.852 11.414 -0.3 1.0 1.4 -0.0307
O -17.135 -1.810 12.231 -0.2 -4.4 0.6 -0.6212
O -17.092 -6.151 16.697 1.3 -0.1 -1.2 -0.5030
N -16.776 -9.526 14.232 -1.1 0.7 -0.7 0.2099
N -18.057 -3.597 13.350 -0.9 0.6 0.4 -0.2453
N -12.977 -8.249 12.620 2.0 -0.7 -0.2 -0.3626
N -18.305 -8.562 12.854 1.2 -0.9 0.7 0.5568
N -15.439 -6.535 15.027 0.8 -0.6 -1.4 -0.7164
N -15.293 -6.170 11.390 0.7 0.3 -0.1 -0.2188
C -17.085 -9.243 12.901 -1.8 -0.2 -0.9 -0.6706
C -16.272 -4.032 11.791 0.6 1.4 -0.9 0.3015
C -9.384 -10.431 10.303 -0.6 1.1 -0.3 -0.5719
C -10.865 -8.788 11.247 1.3 1.0 0.2 0.6163
C -18.937 -8.653 14.144 2.0 -0.4 -0.5 1.1866
C -15.425 -3.496 10.777 -1.6 -0.7 0.6 -0.3647
C -14.458 -5.660 10.389 -3.2 0.2 2.0 -0.6558
C -19.015 -8.102 11.625 -0.3 -1.0 0.7 -1.0410
C -11.974 -8.538 12.098 -1.2 1.1 -0.7 0.2171
C -16.189 -5.376 12.055 2.0 0.1 -1.4 0.1615
C -20.657 -8.910 15.746 1.1 -1.0 -0.5 -0.5511
C -17.191 -3.057 12.487 0.6 3.7 -1.0 0.2719
C -10.605 -10.105 10.916 0.6 -1.5 0.2 -0.3167
C -18.392 -9.820 16.176 -1.1 -0.3 0.6 -0.8879
C -16.253 -6.330 15.879 -2.1 0.3 2.0 0.7793
C -8.696 -8.119 10.288 -1.2 1.8 -0.3 -0.5250
C -8.517 -9.405 9.856 -0.5 -1.5 1.0 -0.4074
C -9.888 -7.788 10.928 -0.7 0.6 1.3 -0.3034
C -14.576 -4.323 10.075 1.5 0.6 -0.6 -0.5234
C -20.249 -8.389 14.514 0.6 0.0 0.5 -0.7419
C -17.957 -9.269 14.985 -1.7 -0.3 -0.2 0.0868
C -19.775 -9.713 16.503 1.1 1.6 -0.2 -0.7266
H -18.713 -2.923 13.750 0.3 -0.5 0.1 0.2587
H -21.676 -8.871 16.069 -0.4 0.4 0.1 0.4612
H -13.910 -3.861 9.319 -0.6 -0.6 0.3 0.3870
H -16.739 -5.847 12.851 -0.5 -0.1 0.2 0.3751
H -19.636 -8.914 11.213 0.1 0.2 0.4 0.3570
H -20.140 -10.044 17.464 0.2 -0.5 -0.1 0.3896
H -13.973 -6.369 9.772 0.9 -0.6 -0.1 0.6060
H -11.338 -10.867 11.242 0.7 0.3 -0.4 0.3775
H -7.670 -9.654 9.259 0.6 -0.3 -0.2 0.4323
H -17.737 -10.411 16.806 0.0 0.1 0.0 0.4534
H -10.054 -6.747 11.294 0.2 -1.0 -0.4 0.3551
H -20.876 -7.782 13.887 -0.4 -0.1 -0.2 0.3895
H -16.065 -10.218 14.502 -0.7 0.1 -0.3 0.3420
H -8.018 -7.283 10.051 -0.2 -0.8 0.1 0.3660
H -18.315 -7.863 10.856 0.7 0.4 -0.3 0.3765
H -9.092 -11.453 10.172 -0.2 -0.4 -0.3 0.4031
H -17.910 -4.478 13.811 -0.1 0.1 0.0 0.1564
H -15.621 -2.477 10.463 0.4 0.1 0.3 0.5014
H -19.653 -7.261 11.889 0.2 0.0 0.0 0.3549
```
Forces are in eV/Å.

multiplicity	5
LUMO energy (alpha / beta)	-6.9 / -6.9	eV
orbital gap (alpha / beta)	7.54 / 7.60	eV
total charge	+2
ΔE to the lowest compared entry with this formula, charge and spin	21.0	kcal/mol

***

Here is a cluster of 3 separate species, C22H19IN2O in total from the OMol25 dataset. Energies are from ωB97M-V/def2-TZVPD.

```
45
Properties=species:S:1:pos:R:3:forces:R:3:mulliken_charge:R:1
I 0.144 -3.674 -5.886 -0.1 -0.2 0.4 0.0141
O 0.565 -6.564 -5.940 -0.2 1.1 0.7 -0.4471
N -1.888 -5.295 -1.857 -0.7 2.0 2.0 -0.4682
N -1.751 -2.777 -0.160 -0.9 -3.4 -1.7 -0.5774
C -2.577 4.684 2.695 0.0 0.0 0.0 -0.3972
C -0.469 5.400 3.609 0.0 0.0 0.0 -0.3311
C -0.740 -3.239 -0.991 2.4 0.7 -0.9 0.2978
C 3.358 2.256 -0.745 0.0 0.0 0.0 -0.5138
C -2.876 -4.891 -1.022 1.2 0.8 -0.1 -0.2462
C -3.155 4.780 3.955 0.0 0.0 0.0 -0.3674
C 0.381 -5.700 -5.131 0.4 -2.3 -0.1 0.1907
C 0.309 -6.105 -3.605 -0.3 1.6 0.6 -0.4247
C 0.520 -2.417 -1.058 0.9 -0.9 -0.9 -0.2986
C 1.226 1.669 0.205 0.0 0.0 0.0 -0.4507
C 0.392 -4.825 -2.688 1.0 1.0 0.7 -0.0454
C 1.595 -4.013 -2.688 -1.9 0.3 1.3 -0.1925
C 1.672 -2.773 -1.849 -2.8 -1.4 0.3 -0.5444
C -2.392 5.192 5.041 0.0 0.0 0.0 -0.3633
C 1.370 2.675 1.153 0.0 0.0 0.0 -0.3958
C -0.783 -4.453 -1.820 1.0 0.2 -0.6 0.4866
C 3.499 3.268 0.197 0.0 0.0 0.0 -0.3984
C 2.220 1.458 -0.743 0.0 0.0 0.0 -0.1811
C 2.506 3.476 1.147 0.0 0.0 0.0 -0.3746
C -1.233 4.991 2.522 0.0 0.0 0.0 -0.3672
C -1.048 5.505 4.867 0.0 0.0 0.0 -0.4283
C -2.788 -3.653 -0.197 0.0 0.0 -0.1 -0.1905
H -0.454 5.830 5.713 0.0 0.0 0.0 0.3606
H 0.572 -1.481 -0.443 -0.2 -1.1 -0.6 0.3246
H 0.336 1.048 0.205 0.0 0.0 0.0 0.3969
H 0.581 5.637 3.474 -0.1 0.0 0.0 0.3226
H 1.127 -6.842 -3.370 -0.6 0.9 -0.5 0.3238
H 0.598 2.835 1.896 0.0 0.0 0.0 0.4818
H -3.671 -3.416 0.459 1.0 -0.2 -0.8 0.3391
H -4.202 4.535 4.092 0.1 0.0 0.0 0.3552
H -3.805 -5.514 -0.953 1.0 0.7 -0.1 0.3755
H 4.383 3.894 0.192 0.0 0.0 0.0 0.3655
H 2.488 -4.277 -3.305 -1.0 0.1 0.5 0.3786
H 2.617 4.264 1.883 0.0 0.0 0.0 0.3203
H -2.843 5.270 6.023 0.0 0.0 0.0 0.3547
H 2.109 0.671 -1.481 0.0 0.0 0.0 0.3878
H -0.781 4.912 1.540 0.0 0.0 0.0 0.4975
H -0.662 -6.657 -3.458 0.9 0.8 -0.2 0.2999
H 2.589 -2.143 -1.842 -0.9 -0.6 0.0 0.4023
H -3.174 4.367 1.848 0.0 0.0 0.0 0.3647
H 4.135 2.091 -1.483 0.0 0.0 0.0 0.3634
```
Forces are in eV/Å.

LUMO energy	-0.8	eV
orbital gap	8.13	eV
SMILES string	O=C(I)Cc1cccc2nccnc12.c1ccccc1.c1ccccc1

***

Here is a structure of composition C22H19MnN3O7P2S from the OMol25 dataset. Energies are from ωB97M-V/def2-TZVPD.

```
55
Properties=species:S:1:pos:R:3:forces:R:3:mulliken_charge:R:1
Mn -0.277 0.750 -1.120 0.1 -1.3 -1.5 0.6611
S -1.132 -0.874 -2.626 0.2 0.7 0.2 -0.5652
P 0.642 4.162 -0.543 0.0 0.1 -0.1 0.5058
P -0.354 2.627 -2.737 0.2 -0.1 -0.4 0.9654
O -1.622 2.125 -2.126 0.5 0.1 0.1 -0.4931
O 0.226 2.746 0.151 0.1 -0.2 0.1 -0.0911
O 2.210 3.959 -0.708 -0.1 -0.1 -0.1 -0.4969
O 0.048 4.034 -1.994 -0.1 0.0 0.3 -0.1890
O -0.516 3.102 -4.227 -0.3 0.1 0.1 -0.5277
O 0.255 5.369 0.169 0.0 0.0 0.0 -0.7201
O 0.820 1.697 -2.530 0.0 0.3 -0.2 -0.5823
N 1.074 -0.993 -0.678 0.2 1.0 0.2 0.2306
N -1.184 0.237 0.421 -0.8 -0.5 0.6 1.1430
N -0.819 0.362 1.602 -0.3 0.4 0.9 -0.7389
C 0.628 2.445 1.465 -0.2 0.1 -0.1 0.5628
C 0.638 0.938 3.321 0.0 -0.1 0.0 -0.3656
C -0.358 -2.315 -2.068 -0.2 0.0 -0.1 0.8027
C -0.067 -4.728 -2.112 -0.1 0.0 -0.1 -0.6272
C 1.914 2.947 3.435 0.0 0.0 0.0 -0.7724
C 1.339 -3.408 -0.686 0.0 0.0 0.0 0.9500
C 1.520 1.746 4.005 0.1 0.0 0.0 -0.7941
C -2.656 -1.555 1.257 0.1 -0.1 0.0 -0.3165
C 2.726 0.469 0.366 0.0 -0.1 0.0 -1.2319
C -4.827 -1.873 0.273 0.0 0.0 0.0 -0.4627
C 2.410 -3.265 0.224 0.0 -0.1 0.0 -0.8306
C 0.935 -4.666 -1.184 0.0 0.0 0.1 -0.8676
C 2.822 -2.023 0.585 0.0 0.0 0.1 -1.1096
C -4.580 -0.832 -0.610 0.0 0.0 0.0 -0.8400
C -3.370 -0.156 -0.575 -0.1 0.2 0.0 -0.2032
C -0.703 -3.557 -2.558 0.0 -0.2 0.0 -0.5140
C 2.141 -0.886 0.088 0.1 0.0 -0.1 1.1437
C -2.418 -0.523 0.361 -0.1 -0.1 -0.1 0.3740
C 1.458 3.298 2.177 0.0 0.0 0.0 -0.5453
C 0.687 -2.233 -1.117 0.1 -0.1 0.2 -0.4709
C -3.860 -2.237 1.203 0.0 0.0 0.0 -0.7459
C 0.172 1.253 2.042 0.3 -0.1 -0.1 0.3225
H 1.436 -5.559 -0.831 0.0 0.0 0.0 0.3699
H -1.486 -3.616 -3.304 0.0 0.0 0.0 0.4331
H -4.043 -3.051 1.892 0.0 0.0 0.0 0.3799
H 1.879 1.455 4.983 0.0 0.0 0.0 0.3964
H -3.176 0.668 -1.247 0.0 0.0 0.0 0.4971
H 2.770 0.683 1.435 0.0 0.0 0.0 0.2143
H 2.570 3.623 3.967 0.0 0.0 0.0 0.4198
H -0.370 -5.686 -2.515 0.0 0.0 0.0 0.3853
H 0.260 0.022 3.759 0.0 0.0 0.0 0.4729
H 2.166 1.246 -0.142 0.1 0.0 -0.1 -0.0206
H 1.747 4.248 1.756 0.0 0.0 0.0 0.4417
H 2.918 -4.151 0.589 0.0 0.0 0.0 0.4185
H -5.771 -2.402 0.241 0.0 0.0 0.0 0.3941
H 3.675 -1.881 1.237 0.0 0.0 0.0 0.4512
H 2.658 4.811 -0.738 0.1 0.1 0.0 0.4049
H -5.329 -0.544 -1.336 0.0 0.0 0.0 0.4193
H 3.747 0.498 -0.019 0.0 0.0 0.0 0.5917
H 0.320 3.313 -4.653 0.1 0.0 -0.1 0.3384
H -1.894 -1.819 1.978 0.0 0.0 0.0 0.4324
```
Forces are in eV/Å.

multiplicity	2
LUMO energy (alpha / beta)	-0.8 / -0.8	eV
orbital gap (alpha / beta)	6.09 / 6.15	eV
ΔE to the lowest compared entry with this formula, charge and spin	2.9	kcal/mol

***

Number 1: calculated total energy -134957.0504 eV. Number 2: calculated total energy -64391.8728 eV. Number 3: calculated total energy -55696.9359 eV. Number 4: calculated total energy -127290.2897 eV. Number 5: calculated total energy -36248.7855 eV. Number 6: calculated total energy -102664.9993 eV.